(1)
Here is a structure of composition C35H25GaN8SeSi in a non-equilibrium geometry from the OMol25 dataset. Energies are from the ωB97M-V functional and the def2-TZVPD basis.

As for the max |F|: 2.50 eV/Å. The HOMO energy (spin up / spin down) comes out at -0.238 / -0.238 Eh. The frontier orbital gap (spin up / spin down) comes out at 4.92 / 4.93 eV. The value obtained for the lowest unoccupied orbital energy (spin up / spin down) is -1.55 / -1.55 eV. The electronic energy comes out at -6402.7409 Eh. As for the charge: 0.

Geometry (Å):
Ga 0.0025 0.0051 -0.7678
C 0.6627 6.5146 -0.9690
C -0.7323 6.5018 -0.9677
C -1.4381 5.3128 -1.0148
C -0.7090 4.1368 -1.0866
C -1.1094 2.7475 -1.1468
N 0.0013 1.9594 -1.1932
C 1.1093 2.7542 -1.1417
N 2.3640 2.3736 -1.1284
C 2.7416 1.1173 -1.1284
C 4.1286 0.7095 -1.0457
C 5.3139 1.4225 -0.9454
C 6.4949 0.7037 -0.8711
C 6.4946 -0.6908 -0.8703
C 5.3135 -1.4095 -0.9441
C 4.1286 -0.6962 -1.0453
C 2.7419 -1.1043 -1.1277
N 2.3643 -2.3606 -1.1269
C 1.1095 -2.7409 -1.1403
N 0.0011 -1.9462 -1.1931
C -1.1099 -2.7342 -1.1459
N -2.3652 -2.3551 -1.1439
C -2.7430 -1.1012 -1.1487
N -1.9496 0.0065 -1.1926
C -2.7425 1.1144 -1.1489
N -2.3645 2.3683 -1.1445
C -4.1315 0.7091 -1.0946
C -5.3172 1.4248 -1.0246
C -6.4979 0.7041 -0.9803
C -6.4978 -0.6899 -0.9800
C -5.3173 -1.4110 -1.0241
C -4.1317 -0.6954 -1.0946
C -0.7092 -4.1228 -1.0831
C -1.4376 -5.2988 -1.0080
C -0.7323 -6.4878 -0.9580
C 0.6626 -6.5005 -0.9589
C 1.3946 -5.3266 -1.0076
C 0.6971 -4.1300 -1.0806
N 1.9518 0.0064 -1.1901
C 0.6973 4.1440 -1.0844
C 1.3953 5.3406 -1.0150
H 1.1771 7.4643 -0.9250
H -1.2705 7.4373 -0.9225
H -2.5170 5.2903 -0.9922
H 5.3023 2.5003 -0.9195
H 7.4370 1.2297 -0.8001
H 7.4362 -1.2174 -0.7985
H 5.3018 -2.4875 -0.9172
H -5.3066 2.5024 -0.9989
H -7.4397 1.2309 -0.9344
H -7.4393 -1.2170 -0.9337
H -5.3071 -2.4887 -0.9982
H -2.5163 -5.2757 -0.9853
H -1.2700 -7.4232 -0.9103
H 1.1767 -7.4501 -0.9124
H 2.4726 -5.3281 -0.9861
H 2.4736 5.3430 -0.9940
C 1.2001 1.4385 4.3693
Si 0.0383 -0.0295 3.9859
C -1.8147 0.2343 4.3701
C 0.7375 -1.7727 4.3376
Se 0.0214 0.0471 1.5222
H 1.3429 1.6058 5.4305
H 0.7913 2.3420 3.9252
H 2.1688 1.2580 3.9112
H -2.0305 0.2580 5.4319
H -2.3939 -0.5642 3.9146
H -2.1412 1.1710 3.9264
H 0.8243 -1.9855 5.3969
H 1.7199 -1.8664 3.8830
H 0.0919 -2.5204 3.8853



(2)
Here is a structure of composition C35H25N8O2Ru in a non-equilibrium geometry from the OMol25 dataset. Energies are from the ωB97M-V functional and the def2-TZVPD basis.

As for the max |F|: 1.26 eV/Å. The HOMO energy (spin up / spin down) comes out at -0.228 / -0.245 Eh. The spin multiplicity is 6. The frontier orbital gap (spin up / spin down) comes out at 5.72 / 5.36 eV. The value obtained for the lowest unoccupied orbital energy (spin up / spin down) is -0.47 / -1.31 eV. The electronic energy comes out at -2032.0099 Eh. As for the charge: 0. The energy above the lowest of the compared OMol25 structures with the same formula, charge and spin is 4.5673 eV.

Geometry (Å):
Ru 0.2580 0.8124 -0.1788
O -3.8658 1.2390 0.7215
C -2.7635 0.9128 0.3048
N -1.7242 0.3867 0.9593
C -1.7317 -0.5327 1.9609
C -2.8559 -1.2897 2.3309
C -2.7448 -2.2861 3.2774
C -1.5190 -2.5673 3.8825
C -0.3929 -1.8599 3.5141
C -0.4798 -0.8431 2.5590
N 0.5804 -0.0614 2.1108
C 1.7953 -0.4216 2.0218
O 2.2677 -1.6763 2.2477
C 2.7331 0.5216 1.3885
C 4.0867 0.5600 1.6960
C 4.9043 1.4455 1.0220
C 4.3407 2.2707 0.0536
C 2.9876 2.1736 -0.2002
N 2.1906 1.3104 0.4377
C -2.3879 1.1029 -1.2366
C -3.6457 0.9015 -2.0279
C -3.7670 1.1190 -3.3543
C -2.7647 1.6518 -4.1961
C -1.6801 2.4262 -3.7901
N -1.3540 2.9097 -2.6116
H -3.8036 -1.0690 1.8586
H -3.6225 -2.8548 3.5587
H -1.4535 -3.3384 4.6389
H 0.5609 -2.0663 3.9798
H 4.4708 -0.1080 2.4546
H 5.9624 1.4996 1.2390
H 4.9453 2.9740 -0.5011
H 2.5070 2.7896 -0.9510
H -4.4986 0.5721 -1.4500
H -4.7042 0.8314 -3.8201
H -2.9058 1.5510 -5.2651
H -1.0399 2.8221 -4.5711
C 4.2848 -3.3190 0.2387
C 4.2854 -2.3286 -0.7741
C 3.1301 -1.5851 -1.0241
C 2.0073 -1.7200 -0.2457
C 2.0674 -2.5404 1.0260
C 3.2181 -3.4847 1.0531
N 0.8105 -1.0825 -0.6145
C -0.1447 -1.8143 -1.2494
C -0.0343 -3.1911 -1.5209
C -1.0810 -3.8693 -2.1000
C -2.2519 -3.1859 -2.4346
C -2.3691 -1.8277 -2.2255
C -1.3114 -1.0904 -1.6581
N -1.2368 0.2544 -1.4536
N -1.9269 2.5065 -1.4681
C -1.4321 3.2361 -0.3673
C -1.9965 4.4561 -0.0378
C -1.4872 5.1606 1.0361
C -0.4338 4.6074 1.7499
C 0.0743 3.3879 1.3548
N -0.3947 2.7099 0.2981
H 5.1468 -3.9670 0.3392
H 5.1545 -2.1980 -1.4049
H 3.0749 -0.9266 -1.8835
H 1.1065 -3.0319 1.1960
H 3.2080 -4.2405 1.8280
H 0.8802 -3.7086 -1.2553
H -1.0001 -4.9322 -2.2887
H -3.0806 -3.7200 -2.8822
H -3.2732 -1.3212 -2.5148
H -2.8323 4.8173 -0.6184
H -1.9144 6.1124 1.3211
H -0.0107 5.1067 2.6099
H 0.8772 2.9205 1.9066



(3)
Here is a structure of composition C35H26AsF16N3OSbY in a non-equilibrium geometry from the OMol25 dataset. Energies are from the ωB97M-V functional and the def2-TZVPD basis.

As for the max |F|: 5.90 eV/Å. The HOMO energy (spin up / spin down) comes out at -0.381 / -0.380 Eh. The spin multiplicity is 2. The frontier orbital gap (spin up / spin down) comes out at 7.78 / 4.85 eV. The value obtained for the lowest unoccupied orbital energy (spin up / spin down) is -2.58 / -5.50 eV. The electronic energy comes out at -5700.9398 Eh. As for the charge: +1.

Geometry (Å):
Y 10.1615 12.7164 12.1995
C 8.2420 15.3340 10.8086
N 8.5304 14.6182 12.0922
C 9.2142 15.6079 12.9880
C 9.4810 15.0382 14.3578
N 10.2140 13.7837 14.2241
C 10.7925 13.2193 15.3613
C 10.8261 13.7424 16.6430
F 10.1950 14.9436 17.0263
C 11.5427 13.1136 17.6191
F 11.6764 13.6935 18.8427
C 12.0828 11.7990 17.4620
F 12.6093 11.1302 18.4986
C 12.1848 11.2771 16.1701
F 12.8330 10.1466 15.8542
C 11.5532 12.0528 15.2161
F 11.6091 11.5732 13.9186
C 7.3123 14.0758 12.7382
C 6.9233 12.8156 12.0570
N 7.9527 11.8234 12.1285
C 7.7774 10.5821 11.6141
C 8.8844 9.7291 11.6410
F 9.9839 10.3319 12.0813
C 8.8845 8.3454 11.3143
F 9.9565 7.6698 11.2862
C 7.6108 7.7462 10.9081
F 7.5079 6.4583 10.6242
C 6.4707 8.5505 10.8878
F 5.3657 8.1162 10.5002
C 6.5902 10.0064 11.1967
F 5.4938 10.6942 11.1161
H 7.8764 16.3854 10.9317
H 9.1386 15.2584 10.1476
H 7.4744 14.7917 10.2460
H 10.1818 15.9345 12.5849
H 8.7768 16.6004 12.9778
H 10.1477 15.7701 14.8219
H 8.6608 15.0461 15.0745
H 7.5354 13.8051 13.7712
H 6.4932 14.7644 12.6502
H 5.9840 12.4547 12.4659
H 6.6974 12.8645 10.9966
F 9.8778 12.8625 10.0122
Sb 9.1416 12.3209 8.1694
F 9.6344 14.0329 7.6156
F 10.9736 12.0067 7.8449
F 8.4632 12.0478 6.4235
F 7.4819 12.7770 8.9280
F 8.8373 10.6024 8.8514
O 11.9856 13.7334 11.5548
As 13.5351 13.6078 10.8411
C 13.5697 14.7744 9.2872
C 14.5924 15.8156 9.2704
C 14.6451 16.5092 8.0615
C 13.9434 16.1681 6.9124
C 12.9767 15.1909 6.9730
C 12.8261 14.4995 8.1614
C 14.5942 14.4119 12.1703
C 15.9750 14.5724 11.9532
C 16.6949 15.3940 12.7233
C 16.0744 16.0931 13.7842
C 14.7940 15.8066 14.1009
C 14.0436 14.9241 13.3278
C 13.8311 11.7909 10.5175
C 13.8312 11.2200 9.2746
C 13.9229 9.8640 9.1917
C 13.9591 9.0117 10.2855
C 13.9956 9.6029 11.5384
C 13.9024 10.9664 11.6721
H 15.0915 16.1900 10.1603
H 15.4362 17.2283 8.0063
H 14.1692 16.6815 5.9815
H 12.3094 14.9588 6.1117
H 12.0273 13.7949 8.2350
H 16.4107 14.0749 11.0841
H 17.7270 15.5794 12.3715
H 16.7191 16.7200 14.3417
H 14.2674 16.3107 14.9137
H 12.9718 14.6532 13.5792
H 13.6707 11.6915 8.3071
H 13.9721 9.4453 8.2135
H 14.0852 7.9799 10.1234
H 14.1064 9.0744 12.4660
H 13.9551 11.4705 12.6338



> Among the records above, which one has the lowest max |F|?

C35H25N8O2Ru



> What is the formula in the third record?

C35H26AsF16N3OSbY



> What is the formula in the third record?

C35H26AsF16N3OSbY